Computed, not measured: a structure of composition C52H46IN6P3Re, with ωB97M-V/def2-TZVPD.

## Properties
molecular weight = 1161.02 g mol⁻¹
E_LUMO (spin up / spin down) = -11.15 / -12.29 eV
HOMO-LUMO gap (spin up / spin down) = 6.5 / 5.5 eV
<S²> = 0.7720
HOMO energy (spin up / spin down) = -0.64682 / -0.65300 Ha
energy = -3736.2158 a.u.
multiplicity = 2
total charge = +4

```
109
C52H46IN6P3Re (ωB97M-V/def2-TZVPD)
Re 0.841 -0.633 0.065
I -1.296 -2.658 1.212
P 1.553 1.668 -0.510
P -2.653 -0.016 -0.145
P 2.527 -2.844 2.101
N 2.801 -1.193 -0.099
N 4.716 -2.134 0.438
N -0.767 -1.924 -0.619
N 0.984 -0.535 2.129
N 1.505 -1.184 4.158
N 1.404 -3.904 -0.177
C 2.083 1.909 -4.591
C -4.211 -2.497 0.275
C -5.653 -4.503 0.426
C 5.767 -2.885 1.153
C -3.316 0.805 2.333
C 0.161 4.053 -1.037
C 3.662 3.417 -0.345
C 5.219 1.894 1.375
C 1.279 -2.970 0.716
C -6.498 -1.044 -0.565
C -3.012 1.262 1.034
C 4.917 -1.444 -0.731
C -0.393 5.270 -0.659
C -3.369 -4.688 1.064
C -2.532 0.514 -1.834
C 0.708 -0.078 4.282
C -3.732 1.691 3.304
C 1.557 0.684 -4.982
C -1.945 1.725 -2.199
C -1.916 2.116 -3.527
C -3.102 2.634 0.748
C 0.609 3.153 -0.073
C 0.534 3.505 1.276
C -0.491 5.598 0.685
C 0.385 0.324 3.022
C 3.198 2.168 0.083
C 3.441 -1.964 0.807
C 1.657 -1.441 2.850
C -3.013 -0.349 -2.836
C -2.428 1.279 -4.508
C -6.603 -2.376 -0.300
C 4.910 3.873 0.046
C 1.553 1.422 -2.291
C -4.115 -1.113 -0.067
C -2.962 0.039 -4.161
C 5.697 3.104 0.893
C 3.738 -0.859 -1.059
C 1.046 0.191 -2.708
C -4.631 -5.280 0.877
C 2.089 -1.942 5.286
C 2.096 2.274 -3.250
C -0.022 4.716 1.653
C 0.601 -3.852 -1.350
C -5.249 -0.419 -0.440
C -5.480 -3.123 0.129
C -3.191 -3.357 0.781
C -3.839 3.048 3.002
C 1.042 -0.196 -4.036
C 2.376 -5.030 -0.139
C -0.328 -2.919 -1.541
C -3.531 3.510 1.728
C 3.976 1.427 0.971
H -4.179 3.741 3.759
H 2.497 2.578 -5.332
H 5.812 1.322 2.076
H 1.921 -1.370 6.193
H -6.637 -4.933 0.288
H 6.671 3.462 1.197
H 3.157 -2.057 5.123
H -7.358 -0.470 -0.880
H 0.265 3.823 -2.090
H 3.190 -4.794 -0.824
H 6.342 -3.447 0.422
H 5.881 -1.421 -1.212
H -0.819 -2.873 -2.509
H 3.601 0.513 1.406
H 2.537 3.220 -2.965
H -0.719 5.973 -1.414
H 0.823 -4.600 -2.097
H -2.557 -5.291 1.450
H -3.999 1.331 4.288
H -1.519 2.371 -1.447
H 5.258 4.839 -0.291
H 3.041 4.058 -0.958
H -0.901 6.555 0.979
H -2.905 3.018 -0.245
H -2.414 1.587 -5.545
H -1.498 3.076 -3.801
H -7.555 -2.881 -0.402
H 3.504 -0.238 -1.904
H 0.979 2.873 2.037
H -3.647 4.558 1.489
H 1.875 -5.940 -0.461
H -3.453 -1.303 -2.578
H -3.360 -0.610 -4.929
H -5.186 0.639 -0.666
H -0.217 1.156 2.701
H 2.742 -5.163 0.875
H -4.774 -6.328 1.095
H 0.604 -0.548 -2.009
H 0.448 0.326 5.246
H 0.646 -1.157 -4.334
H 1.605 -2.912 5.368
H 1.564 0.405 -6.027
H 6.409 -2.182 1.678
H -0.060 4.993 2.698
H -3.269 -0.252 2.570
H 5.301 -3.567 1.858
```

Atomic partial charges in e from the Mulliken method, atoms 1 to 99:
1. Re 2.300
2. I 0.394
3. P 0.622
4. P 1.667
5. P -0.498
6. N 0.604
7. N 0.261
8. N -0.594
9. N 1.558
10. N 0.042
11. N 0.649
12. C -0.986
13. C 0.290
14. C -0.844
15. C -0.843
16. C -0.978
17. C -0.433
18. C -1.140
19. C -0.812
20. C -1.402
21. C -1.188
22. C 0.994
23. C -1.527
24. C -0.802
25. C -0.498
26. C 1.319
27. C -0.975
28. C -0.762
29. C -1.089
30. C 0.867
31. C -0.830
32. C -0.595
33. C 1.861
34. C -1.090
35. C -0.897
36. C -0.762
37. C 1.040
38. C 0.204
39. C -0.020
40. C -0.958
41. C -0.900
42. C -0.864
43. C -0.866
44. C 0.945
45. C 0.415
46. C -0.973
47. C -0.801
48. C 0.071
49. C 0.786
50. C -1.085
51. C -0.857
52. C -0.669
53. C -0.997
54. C -0.683
55. C -0.254
56. C 0.607
57. C 0.701
58. C -0.756
59. C -1.022
60. C -0.994
61. C -0.665
62. C -0.752
63. C 0.016
64. H 0.479
65. H 0.509
66. H 0.531
67. H 0.368
68. H 0.463
69. H 0.450
70. H 0.362
71. H 0.532
72. H 0.400
73. H 0.379
74. H 0.373
75. H 0.586
76. H 0.647
77. H 0.431
78. H 0.458
79. H 0.535
80. H 0.697
81. H 0.471
82. H 0.542
83. H -1.107
84. H 0.486
85. H 0.344
86. H 0.508
87. H 0.515
88. H 0.490
89. H 0.563
90. H 0.467
91. H 0.447
92. H 0.699
93. H 0.548
94. H 0.463
95. H 0.514
96. H 0.518
97. H 0.482
98. H 0.515
99. H 0.398

=====

Computed, not measured: a structure of composition C52H46N6O5SScTe, with ωB97M-V/def2-TZVPD.

## Properties
molecular weight = 1039.60 g mol⁻¹
E_LUMO (spin up / spin down) = -0.06 / -0.80 eV
HOMO-LUMO gap (spin up / spin down) = 7.0 / 7.0 eV
energy above the lowest of the compared OMol25 structures with the same formula, charge and spin = 16.8 kcal/mol
<S²> = 0.7596
HOMO energy (spin up / spin down) = -0.25829 / -0.28566 Ha
energy = -4140.9912 a.u.
multiplicity = 2

```
112
C52H46N6O5SScTe (ωB97M-V/def2-TZVPD)
Te 3.645 2.032 -0.269
Sc -0.122 -0.452 0.121
S -3.256 -1.010 -0.990
O -2.340 3.151 0.263
O 1.506 -1.327 1.152
O -2.340 2.157 2.776
O -3.011 0.406 -1.099
O -3.763 -1.670 -2.169
N -0.087 1.096 -1.559
N -0.885 -1.032 2.323
N -1.827 -1.628 -0.528
N 1.938 0.599 0.189
N -1.220 1.234 0.956
N 0.631 -2.569 -1.001
C 0.711 2.264 -3.493
C 4.009 4.579 5.658
C 6.233 2.861 1.516
C 5.814 -1.610 -0.387
C -2.684 -3.913 -0.364
C -4.945 -1.884 2.586
C -6.301 -1.783 2.326
C 1.297 -5.260 -0.573
C -0.878 -2.287 4.355
C 2.243 -4.348 -0.947
C 4.964 3.204 2.242
C -5.829 -1.182 0.050
C -4.037 -1.646 1.570
C -0.781 2.187 -1.217
C -1.658 -0.038 4.359
C 3.708 3.008 1.648
C -1.382 -1.200 5.057
C 5.693 4.519 -3.322
C -1.666 -2.977 -0.504
C 1.852 -3.024 -1.185
C -0.012 3.394 -3.140
C -0.643 -2.155 2.995
C -0.782 3.344 -1.995
C 5.040 3.724 3.526
C 5.756 2.100 -2.703
C 4.539 -1.077 -0.416
C 5.235 3.493 -2.507
C 3.803 -0.927 0.756
C 5.711 6.924 -4.075
C 2.673 3.849 3.651
C 3.900 4.045 4.258
C 3.730 5.045 -1.437
C -1.102 -5.727 -0.167
C 5.672 -1.791 1.995
C 4.213 6.053 -2.260
C 2.375 -0.502 0.697
C -0.320 -3.462 -0.633
C -4.477 -1.288 0.312
C -1.724 1.270 2.218
C -0.044 -4.845 -0.445
C -6.744 -1.441 1.059
C -1.570 2.234 0.087
C 2.556 3.335 2.359
C 4.294 3.774 -1.512
C 6.387 -1.967 0.823
C -2.395 -5.264 -0.181
C 5.210 5.814 -3.197
C 4.380 -1.293 1.963
C 0.635 1.144 -2.679
C 1.179 3.156 1.807
C -1.384 0.010 2.996
C 2.600 5.331 -0.502
H 6.419 2.054 -3.562
H 4.550 5.526 5.665
H 1.197 2.746 0.798
H 6.304 1.765 -1.821
H -2.091 0.836 4.820
H 4.096 -0.801 -1.363
H 0.618 2.464 2.436
H -0.878 -6.767 0.020
H 3.807 -1.197 2.872
H 1.534 -6.300 -0.406
H 6.271 3.387 0.562
H 7.383 -2.387 0.850
H 6.582 6.615 -4.650
H 7.108 3.141 2.100
H 3.279 -4.622 -1.068
H 1.903 4.493 -0.505
H -0.254 -2.989 2.420
H 1.765 4.094 4.185
H 3.024 4.736 6.090
H 4.931 7.237 -4.770
H 2.586 -2.322 -1.551
H 1.327 2.256 -4.378
H 0.631 4.098 1.803
H 2.072 6.233 -0.803
H -4.599 -2.140 3.577
H 4.557 3.882 6.292
H -3.711 -3.587 -0.382
H -3.214 -5.955 -0.029
H 5.978 7.790 -3.472
H 3.797 7.048 -2.177
H 6.440 4.296 -4.073
H 2.966 5.467 0.514
H -1.572 -1.268 6.119
H 6.014 3.875 3.975
H 1.185 0.243 -2.934
H 0.027 4.293 -3.738
H 4.926 1.411 -2.876
H 6.359 -1.747 -1.309
H -1.379 4.178 -1.654
H -2.978 -1.742 1.731
H -6.156 -0.907 -0.939
H 6.278 1.787 1.318
H -7.804 -1.365 0.868
H 6.121 -2.050 2.943
H -0.663 -3.223 4.851
H -7.016 -1.968 3.112
```

Atomic partial charges in e from the Mulliken method, atoms 1 to 99:
1. Te 0.998
2. Sc -2.298
3. S 1.232
4. O -0.662
5. O -0.178
6. O -0.695
7. O -0.557
8. O -0.742
9. N 1.130
10. N 1.232
11. N 0.494
12. N -0.211
13. N 1.863
14. N 0.016
15. C -0.861
16. C -1.658
17. C -1.400
18. C -1.445
19. C -0.540
20. C -0.810
21. C -0.515
22. C -0.838
23. C -1.094
24. C -1.306
25. C 1.050
26. C -0.747
27. C 0.859
28. C 0.674
29. C -1.064
30. C 0.393
31. C -0.605
32. C -0.972
33. C 0.806
34. C 0.025
35. C -0.455
36. C -0.422
37. C -1.300
38. C -1.128
39. C -1.460
40. C 0.704
41. C 0.851
42. C 0.501
43. C -1.581
44. C -0.966
45. C 0.723
46. C 0.944
47. C -1.060
48. C -0.828
49. C -0.841
50. C 0.316
51. C -0.584
52. C -0.171
53. C -0.076
54. C 1.396
55. C -0.723
56. C -0.055
57. C 0.710
58. C -0.146
59. C -0.534
60. C -0.951
61. C 0.648
62. C -0.535
63. C -0.503
64. C -0.534
65. C 0.378
66. C -1.119
67. H 0.450
68. H 0.359
69. H -1.590
70. H 0.316
71. H 0.603
72. H 0.532
73. H 0.636
74. H 0.405
75. H 0.519
76. H 0.457
77. H 0.196
78. H 0.423
79. H 0.366
80. H 0.464
81. H 0.507
82. H -0.248
83. H 0.473
84. H 0.450
85. H 0.341
86. H 0.322
87. H 0.667
88. H 0.479
89. H 0.716
90. H 0.452
91. H 0.469
92. H 0.360
93. H 0.670
94. H 0.420
95. H 0.362
96. H 0.450
97. H 0.342
98. H 0.333
99. H 0.448